1.
Below is a 2-piece molecular cluster, C23H36F3N3OS overall at a distorted geometry, with properties calculated with ωB97M-V/def2-TZVPD.

CARTESIAN COORDINATES (ANGSTROEM)
C  0.19  2.76  0.30
C  -0.19  1.28  0.28
C  -1.37  0.99  1.19
N  0.95  0.45  0.71
N  1.17  0.28  2.00
N  2.40  -0.29  2.08
C  2.69  -0.88  3.41
C  1.84  -2.13  3.62
C  2.33  0.19  4.41
C  2.97  -0.45  0.86
C  4.49  -0.72  0.74
C  5.01  -0.44  -0.67
C  4.81  -2.17  1.08
C  5.24  0.23  1.70
C  1.99  -0.04  -0.09
C  1.88  -0.13  -1.46
H  -0.68  3.37  0.00
H  0.50  3.06  1.31
H  1.01  2.95  -0.41
H  -0.42  0.95  -0.74
H  -2.18  1.70  0.98
H  -1.74  -0.02  1.00
H  -1.07  1.09  2.24
H  3.76  -1.14  3.45
H  1.94  -2.46  4.66
H  0.78  -1.90  3.44
H  2.15  -2.94  2.95
H  2.38  -0.23  5.42
H  3.01  1.05  4.34
H  1.31  0.54  4.22
H  4.77  0.59  -0.98
H  6.10  -0.55  -0.68
H  4.59  -1.14  -1.39
H  4.49  -2.44  2.10
H  4.31  -2.84  0.36
H  5.89  -2.32  1.01
H  4.96  0.08  2.74
H  6.32  0.04  1.61
H  5.04  1.27  1.43
H  2.75  -0.51  -1.98
H  0.95  0.11  -1.97
C  -4.65  0.26  -4.22
C  -3.61  0.54  -3.15
C  -2.92  1.86  -3.49
C  -4.28  0.50  -1.76
C  -4.40  -0.71  -1.08
C  -5.09  -0.79  0.13
C  -5.71  0.35  0.66
C  -5.60  1.56  -0.03
C  -4.87  1.65  -1.22
O  -2.72  -0.60  -3.25
S  -1.08  -0.51  -2.65
C  -0.84  -2.26  -2.60
F  -0.68  -2.78  -3.85
F  0.27  -2.58  -1.86
F  -1.90  -2.91  -2.04
H  -5.43  1.04  -4.22
H  -4.17  0.23  -5.21
H  -5.11  -0.71  -4.03
H  -3.67  2.65  -3.64
H  -2.24  2.21  -2.70
H  -2.37  1.77  -4.43
H  -3.96  -1.61  -1.52
H  -5.13  -1.74  0.66
H  -6.27  0.29  1.59
H  -6.10  2.45  0.36
H  -4.80  2.59  -1.75

Computed properties:
Largest force on an atom ... 3.03 eV Å⁻¹
E_tot ... -1835.173191 hartree

2.
Below is one molecule with the formula C5H9NO2 at a distorted geometry, with properties calculated with ωB97M-V/def2-TZVPD.

CARTESIAN COORDINATES (ANGSTROEM)
C  1.75  0.72  -0.18
C  0.30  0.16  -0.12
C  0.39  -1.37  -0.39
C  -0.47  0.38  1.15
N  -1.91  0.30  0.80
O  -2.14  -0.88  -0.03
C  -1.98  0.38  -0.58
O  -0.52  0.74  -1.14
H  1.72  1.66  -0.61
H  2.39  0.05  -0.69
H  2.11  1.11  0.70
H  -0.43  -2.00  -0.19
H  1.19  -1.76  0.25
H  0.83  -1.49  -1.35
H  -0.11  -0.29  1.87
H  -0.45  1.35  1.69
H  -2.69  0.95  -1.17

Computed properties:
Relative energy (zero: lowest compared OMol25 entry of this formula, charge and spin) ... 439.8 kJ/mol
Largest force on an atom ... 4.13 eV Å⁻¹

Question: Which of these has the lowest largest force on an atom?
Answer: C23H36F3N3OS

Question: What is the largest force on an atom in the second record?
Answer: 4.13 eV Å⁻¹

Question: Which value of largest force on an atom does entry 1 give?
Answer: 3.03 eV Å⁻¹

Question: Among the records above, which one has the highest largest force on an atom?
Answer: C5H9NO2